# 1
19
Properties=species:S:1:pos:R:3 method="wB97M-V/def2-TZVPD" homo_ha=-0.0735 e_tot_ha=-327.5432 largest_force_ev_per_a=5.47 de_lowest_kj_mol=401.2 orbital_gap_ha=0.21848 total_charge=-1
C -1.973 -0.277 -0.357
N -0.812 -1.043 -0.584
C 0.326 -0.224 -0.852
C 1.214 0.331 0.327
C 2.287 1.203 -0.191
O 3.373 1.538 0.384
C -2.169 0.353 1.183
H -2.907 -0.848 -0.442
H -2.190 0.635 -0.940
H 2.126 -2.543 -0.161
H -0.051 0.684 -1.420
H 0.987 -0.771 -1.572
H 1.439 -0.298 1.152
H 1.165 1.491 0.520
H 2.167 1.477 -1.221
H 1.468 -2.911 -0.287
H -2.197 -0.623 1.714
H -3.047 1.002 1.298
H -1.209 0.826 1.451

=====

# 2
19
Properties=species:S:1:pos:R:3 method="wB97M-V/def2-TZVPD" homo_ha=-0.0778 e_tot_ha=-327.6431 largest_force_ev_per_a=3.98 de_lowest_kj_mol=138.9 orbital_gap_ha=0.21810 total_charge=-1
N 1.037 1.200 2.292
C 0.138 1.469 1.256
C -0.731 0.199 0.856
C 0.311 -0.692 0.085
C 0.351 -0.451 -1.409
C -0.889 -1.098 -2.146
O -0.749 -1.058 -3.421
H 2.033 1.352 2.133
H 1.051 0.265 2.630
H 0.611 1.868 0.397
H -0.500 2.239 1.586
H -1.251 -0.224 1.710
H -1.554 0.500 0.193
H 0.066 -1.725 0.420
H 1.324 -0.575 0.484
H 1.163 -1.163 -1.797
H 0.442 0.539 -1.796
H -1.818 -0.455 -1.840
H -1.036 -2.187 -1.633

=====

# 3
19
Properties=species:S:1:pos:R:3 method="wB97M-V/def2-TZVPD" homo_ha=-0.1073 e_tot_ha=-327.4255 largest_force_ev_per_a=4.69 de_lowest_kj_mol=710.4 orbital_gap_ha=0.17295 total_charge=-1
C -1.745 0.426 -0.447
O -2.231 1.149 -1.513
C -0.455 1.361 -0.015
C 0.432 0.656 1.045
C 1.732 0.050 0.526
C 1.329 -1.191 -0.326
N 1.025 -2.380 0.443
H -2.300 0.466 0.570
H -1.524 -0.626 -0.635
H 0.076 1.432 -0.988
H -0.840 2.332 0.238
H 0.636 1.344 1.859
H -0.170 -0.387 1.245
H 2.341 -0.303 1.371
H 2.355 0.730 -0.096
H 0.549 -0.871 -1.026
H 2.253 -1.346 -0.933
H -0.744 -1.011 1.694
H 0.272 -2.101 1.008

=====

# 4
19
Properties=species:S:1:pos:R:3 method="wB97M-V/def2-TZVPD" homo_ha=-0.0901 e_tot_ha=-327.6592 largest_force_ev_per_a=1.75 de_lowest_kj_mol=96.7 orbital_gap_ha=0.24461 total_charge=-1
N 1.602 -1.804 0.715
C 0.948 -0.795 1.650
O -0.373 -0.913 1.642
H 0.824 -2.442 0.561
H 2.313 -2.326 1.221
H 1.424 -0.941 2.662
H 1.317 0.215 1.344
C -0.888 0.116 -0.745
C -0.412 1.358 -0.806
C 0.982 1.697 -1.241
C -2.333 -0.153 -0.455
H -0.235 -0.745 -0.739
H -1.195 2.118 -0.790
H 1.091 2.396 -2.072
H 1.520 2.152 -0.399
H 1.512 0.768 -1.455
H -2.853 0.767 -0.179
H -2.408 -0.839 0.390
H -2.837 -0.630 -1.304

=====

# 5
19
Properties=species:S:1:pos:R:3 method="wB97M-V/def2-TZVPD" homo_ha=-0.0831 e_tot_ha=-327.6798 largest_force_ev_per_a=2.23 de_lowest_kj_mol=42.6 orbital_gap_ha=0.22210 total_charge=-1
C 0.990 1.663 1.049
C 0.580 0.594 0.018
C 1.795 -0.226 -0.376
C -0.514 -0.277 0.666
N -0.927 -1.393 -0.184
C -2.026 -1.026 -1.131
O -3.234 -0.979 -0.582
H 1.596 1.174 1.808
H 1.645 2.380 0.523
H 0.170 2.306 1.361
H 0.138 0.966 -0.904
H 2.480 0.419 -0.954
H 1.523 -1.000 -1.092
H 2.415 -0.620 0.432
H -1.435 0.321 0.816
H -0.170 -0.559 1.668
H -1.351 -2.107 0.402
H -1.932 -1.666 -2.031
H -1.742 0.030 -1.488

=====

# 6
19
Properties=species:S:1:pos:R:3 method="wB97M-V/def2-TZVPD" spin_multiplicity=2 homo_ha="0.1576 / -0.0003" e_tot_ha=-327.4983 largest_force_ev_per_a=2.48 de_lowest_kj_mol=94.1 orbital_gap_ha="0.10029 / 0.25630" s_squared=0.75 total_charge=-2
C 1.743 -1.570 0.841
C 0.498 -0.671 0.799
C -0.001 -0.539 -0.657
C -0.542 0.778 -1.243
C -1.869 1.426 -0.618
O -1.697 1.962 0.589
N 0.730 0.532 1.592
H 1.728 -2.654 0.857
H 2.231 -1.283 1.807
H 2.436 -1.215 0.076
H -0.305 -1.292 1.251
H -0.744 -1.314 -0.894
H 0.673 -1.015 -1.394
H 0.203 1.552 -1.448
H -0.997 0.380 -2.193
H -2.669 0.645 -0.606
H -2.310 2.062 -1.502
H -0.162 0.976 1.807
H 1.055 1.241 0.937

=====

# 7
19
Properties=species:S:1:pos:R:3 method="wB97M-V/def2-TZVPD" spin_multiplicity=2 homo_ha="0.1527 / 0.0127" e_tot_ha=-327.5300 largest_force_ev_per_a=0.75 de_lowest_kj_mol=10.8 orbital_gap_ha="0.11294 / 0.24900" s_squared=0.75 total_charge=-2
C 2.272 0.252 0.278
C 0.765 0.553 0.177
C 0.027 -0.604 -0.492
C -1.492 -0.470 -0.498
C -2.207 -0.935 0.839
O -1.652 -0.589 1.997
N 0.562 1.788 -0.600
H 2.464 -0.681 0.805
H 2.787 1.038 0.834
H 2.689 0.246 -0.731
H 0.312 0.677 1.160
H 0.279 -1.509 0.062
H 0.412 -0.747 -1.507
H -1.805 0.547 -0.741
H -1.906 -1.137 -1.268
H -2.325 -2.056 0.702
H -3.265 -0.542 0.713
H 0.948 1.634 -1.528
H 1.133 2.535 -0.204

=====

# 8
19
Properties=species:S:1:pos:R:3 method="wB97M-V/def2-TZVPD" spin_multiplicity=2 homo_ha="0.1496 / 0.0060" e_tot_ha=-327.4963 largest_force_ev_per_a=3.27 de_lowest_kj_mol=99.2 orbital_gap_ha="0.10938 / 0.24993" s_squared=0.75 total_charge=-2
C -0.437 -1.139 -2.203
C -0.601 -1.071 -0.667
N 0.238 -0.021 -0.068
C -0.206 1.298 -0.462
C 0.256 -0.178 1.369
C 1.106 0.863 2.142
O 0.601 2.107 2.190
H -0.906 -2.134 -2.549
H -0.766 -0.227 -2.731
H 0.674 -1.316 -2.546
H -0.424 -2.042 -0.278
H -1.694 -0.925 -0.446
H 0.003 1.466 -1.571
H -1.345 1.374 -0.326
H 0.397 1.988 0.029
H 0.592 -1.152 1.574
H -0.836 -0.072 1.762
H 1.297 0.408 3.130
H 2.051 0.773 1.651